# 1
Computed, not measured: a cluster of 2 separate species, C4H13NOS in total at a distorted geometry, with ωB97M-V with the def2-TZVPD basis set.

Structure (XYZ):
```
20
Properties=species:S:1:pos:R:3:forces:R:3
C -2.205 0.466 0.397 -0.25 1.93 0.35
C -0.758 0.934 0.332 0.47 -0.01 -0.21
N 0.168 -0.070 0.899 -1.01 0.16 -1.20
C -0.431 1.304 -1.120 1.17 -0.47 -1.01
C 1.062 1.445 -1.385 0.82 0.12 0.88
S 1.843 2.879 -0.521 -0.15 -0.10 -0.26
H -2.278 -0.554 0.136 -0.21 -1.19 -0.60
H -2.785 1.107 -0.276 -0.02 -0.44 -0.27
H -2.725 0.615 1.343 0.46 -0.15 0.41
H -0.617 1.863 0.855 -0.18 0.47 0.55
H 0.799 0.281 1.597 -0.25 -0.16 0.35
H -0.431 -0.830 1.175 0.69 -0.33 0.68
H -0.708 0.535 -1.854 -0.56 -0.09 0.34
H -0.915 2.235 -1.396 -0.34 0.09 0.01
H 1.579 0.562 -1.002 -0.13 0.03 -0.01
H 1.391 1.524 -2.419 -0.54 0.18 -0.16
H 2.192 2.219 0.583 0.04 -0.03 0.15
O 1.591 -5.201 1.082 -0.54 0.54 0.46
H 2.391 -5.550 0.699 0.06 -0.44 -0.30
H 0.837 -5.763 0.874 0.48 -0.10 -0.16
```
Forces are in eV/Å.

Summary:
Energy relative to the best compared isomer or geometry (same formula, charge and spin): 16.0 kcal/mol
2S+1: 1
SMILES: C[C@@H](N)CCS.O

***

# 2
Computed, not measured: the molecule C8H13N3O at a distorted geometry, with ωB97M-V with the def2-TZVPD basis set.

Structure (XYZ):
```
25
Properties=species:S:1:pos:R:3:forces:R:3
C -3.206 1.516 0.160 -2.75 3.98 0.15
C 0.031 0.553 -0.306 0.77 1.78 2.89
C -3.924 -1.135 -0.914 2.43 2.29 1.50
C -2.393 0.464 0.157 1.45 -3.11 -0.25
C 2.136 0.247 0.743 3.46 -0.12 2.08
C 1.709 2.015 -1.051 1.43 0.08 -2.03
C -1.828 -1.831 0.119 0.44 -2.07 0.38
C 1.295 1.310 0.179 -2.00 0.77 0.51
N -3.785 2.526 0.273 0.28 -1.11 -0.28
N -2.799 -0.795 -0.243 -0.23 0.21 -0.64
N -1.063 0.721 0.548 0.37 -0.85 -0.12
O 0.129 -0.099 -1.284 -1.34 -1.45 -2.04
H -4.461 -0.270 -1.220 -0.72 0.26 -0.28
H -4.139 -2.098 -1.278 0.15 -1.00 0.10
H 3.253 0.361 0.849 -0.73 0.80 -0.91
H 1.984 0.180 1.799 -0.85 -0.46 0.90
H 2.090 -0.730 0.332 -0.68 -0.78 -0.73
H 1.867 1.163 -1.818 -0.57 1.85 0.64
H 2.714 2.553 -1.027 -1.50 -0.38 0.36
H 0.822 2.703 -1.226 1.49 -0.55 -0.78
H -2.546 -2.692 0.264 1.50 0.40 0.14
H -1.093 -2.054 -0.737 -1.25 0.54 1.36
H -1.223 -1.588 1.096 -1.53 -0.47 -2.05
H 0.938 2.108 0.885 0.66 -1.02 -0.02
H -0.816 0.747 1.550 -0.28 0.43 -0.89
```
Forces are in eV/Å.

Summary:
Energy relative to the best compared isomer or geometry (same formula, charge and spin): 94.4 kcal/mol
2S+1: 1

***

# 3
Computed, not measured: the molecule C5H8O2, with ωB97M-V with the def2-TZVPD basis set.

Structure (XYZ):
```
15
Properties=species:S:1:pos:R:3:forces:R:3
O 0.257 2.454 -1.249 0.08 -0.07 0.00
C -0.059 1.217 -1.517 0.24 0.11 0.18
C 0.827 0.256 -0.769 0.06 -0.11 -0.20
C -0.004 -0.530 0.229 -0.14 0.19 -0.01
C -0.422 -1.898 -0.070 -0.22 -0.14 -0.14
O 0.673 -1.639 0.800 0.26 -0.06 0.24
C -0.796 0.321 1.194 -0.10 -0.02 0.15
H 1.019 2.538 -0.625 -0.16 -0.03 -0.15
H -1.537 0.929 0.654 0.17 -0.20 0.15
H 1.661 0.743 -0.229 -0.08 0.13 0.06
H 1.281 -0.428 -1.498 -0.17 0.02 0.10
H -1.309 -2.296 0.418 0.06 0.03 -0.06
H -0.157 -2.362 -1.017 -0.05 0.11 0.05
H -0.130 1.001 1.740 -0.05 -0.07 -0.11
H -1.304 -0.306 1.938 0.09 0.13 -0.26
```
Forces are in eV/Å.

Summary:
Energy relative to the best compared isomer or geometry (same formula, charge and spin): 89.9 kcal/mol
2S+1: 1

***

# 4
Computed, not measured: a cluster of 2 separate species, C6H15NO in total at a distorted geometry, with ωB97M-V with the def2-TZVPD basis set.

Structure (XYZ):
```
23
Properties=species:S:1:pos:R:3:forces:R:3
C -0.956 -0.088 -2.600 -0.96 -3.81 1.24
C 0.149 0.206 -1.640 3.33 1.06 -0.01
C -0.294 0.344 -0.240 -1.45 -2.68 2.48
C -1.245 1.428 0.005 -1.48 1.60 1.10
C -0.148 -0.579 0.777 2.12 1.33 -1.57
C -0.502 -0.407 2.255 -1.54 0.41 1.75
N 0.836 -1.621 0.607 -0.20 -0.34 -1.34
H -1.941 0.016 -2.100 0.50 -0.02 -0.40
H -0.814 -1.240 -2.793 -0.80 2.18 -0.27
H -0.969 0.475 -3.480 0.21 0.65 -1.48
H 1.023 -0.533 -1.757 -1.27 1.14 0.20
H 0.610 1.227 -1.860 -0.36 -1.14 -0.01
H -0.789 2.179 0.640 0.10 0.27 0.54
H -1.530 2.015 -0.838 0.13 0.20 -1.22
H -2.253 1.225 0.445 0.91 -0.48 0.02
H -0.484 0.650 2.683 0.45 -1.06 -1.05
H -1.600 -0.654 2.508 1.51 -0.09 -0.66
H 0.132 -1.024 2.994 -0.79 0.77 -1.48
H 0.900 -2.140 -0.321 -0.46 1.22 1.74
H 0.669 -2.257 1.345 0.21 -1.17 0.50
O 3.371 0.259 0.923 0.29 -1.48 -0.79
H 3.116 0.996 1.451 -0.63 0.49 0.63
H 2.719 -0.477 0.997 0.19 0.95 0.07
```
Forces are in eV/Å.

Summary:
Energy relative to the best compared isomer or geometry (same formula, charge and spin): 52.4 kcal/mol
2S+1: 1
SMILES: CC/C(C)=C(/C)N.O

***

# 5
Computed, not measured: a structure of composition H22O11 at a distorted geometry, with ωB97M-V with the def2-TZVPD basis set.

Structure (XYZ):
```
33
Properties=species:S:1:pos:R:3:forces:R:3
O 1.588 0.448 1.741 6.50 -2.75 9.72
H 1.128 1.241 2.018 1.78 2.13 3.45
H 1.238 -0.242 2.305 -0.17 0.01 1.86
O -1.397 -2.557 -0.655 -0.90 -6.54 1.17
H -1.668 -1.684 -0.938 -0.59 -3.23 -0.34
H -0.442 -2.509 -0.609 -1.51 -1.45 0.66
O 0.318 1.866 1.843 -6.34 6.79 1.84
H 0.308 1.264 1.099 -1.93 1.44 -1.46
H -0.527 2.314 1.800 0.04 0.56 0.26
O -0.005 0.110 0.167 5.38 9.57 -3.49
H 0.783 -0.211 0.606 -3.30 0.63 -0.57
H -0.200 -0.555 -0.493 0.48 -0.93 -2.43
O -1.620 -0.695 0.733 -10.15 -3.88 8.11
H -0.759 -0.281 0.668 -1.23 -0.13 4.07
H -2.095 -0.160 1.369 -0.63 -0.39 0.52
O -1.365 1.994 0.329 -2.49 1.95 -1.02
H -2.074 1.364 0.459 -0.28 0.02 -0.25
H -0.931 1.705 -0.473 0.03 0.25 -0.01
O -1.979 -0.639 -1.365 -3.17 5.60 -7.00
H -1.630 -0.428 -0.499 -1.80 0.93 1.30
H -2.765 -0.098 -1.445 -0.53 -0.11 -0.11
O 0.032 0.077 -2.556 0.92 1.55 -1.81
H -0.631 0.701 -2.262 -0.30 -0.09 -0.33
H 0.758 0.193 -1.943 0.03 0.14 -0.74
O 0.448 -1.533 -0.954 0.28 -5.53 -7.94
H 0.780 -1.993 -1.725 -0.97 -0.18 -0.87
H 1.212 -1.080 -0.598 0.77 -0.58 -2.19
O 1.717 1.699 -0.087 1.66 1.81 -2.20
H 2.526 1.318 0.256 0.43 0.41 -0.32
H 1.340 1.009 -0.633 0.36 0.59 -0.13
O 1.689 -0.884 0.343 13.31 -8.70 -0.07
H 2.445 -1.467 0.413 0.34 -0.69 0.01
H 1.778 -0.285 1.084 3.98 0.81 0.31
```
Forces are in eV/Å.

Summary:
Energy relative to the best compared isomer or geometry (same formula, charge and spin): 607.3 kcal/mol
2S+1: 1

***

# 6
Computed, not measured: the ion C6H16NO with charge +2 at a distorted geometry, with ωB97M-V with the def2-TZVPD basis set.

Structure (XYZ):
```
24
Properties=species:S:1:pos:R:3:forces:R:3
C -0.569 -0.637 -2.313 -0.30 2.82 -2.76
O -0.601 0.440 -3.292 -0.29 -1.36 0.73
C 0.375 -0.110 -1.198 -0.64 -2.21 2.19
C -0.369 -0.249 0.113 -1.84 -2.35 2.43
C 0.320 -0.582 1.548 0.74 0.41 -1.20
C -0.811 -1.024 2.475 -1.65 0.34 -0.45
C 0.934 0.721 1.995 -0.88 2.53 0.57
N 0.874 1.308 -1.361 0.71 -2.13 -1.01
H -1.619 -0.636 -1.898 0.23 -0.08 -0.09
H -0.400 -1.562 -2.861 0.15 -0.41 0.37
H -0.755 0.190 -4.241 0.03 -0.19 0.28
H 1.138 -0.968 -1.177 -0.02 1.65 -0.28
H -1.107 -1.124 0.168 1.15 0.71 -1.36
H -1.109 0.532 0.334 0.48 0.58 -0.33
H 1.096 -1.370 1.466 -0.47 0.34 -0.34
H -0.597 -1.664 3.332 0.49 -0.06 -0.39
H -1.257 -0.116 2.890 -0.04 -0.10 0.09
H -1.667 -1.476 1.894 0.93 -0.02 0.69
H 0.173 1.329 2.551 0.53 -0.73 -0.03
H 1.819 0.732 2.595 0.51 -0.52 0.45
H 1.131 1.522 1.241 0.30 -0.77 -0.20
H 1.661 1.280 -2.021 0.22 0.45 0.25
H 0.148 1.857 -1.819 -0.11 0.65 0.58
H 1.191 1.605 -0.422 -0.22 0.44 -0.19
```
Forces are in eV/Å.

Summary:
Energy relative to the best compared isomer or geometry (same formula, charge and spin): 98.8 kcal/mol
2S+1: 2
Net charge: +2

***

# 7
Computed, not measured: the molecule C4H4O2 at a distorted geometry, with ωB97M-V with the def2-TZVPD basis set.

Structure (XYZ):
```
10
Properties=species:S:1:pos:R:3:forces:R:3
C -0.444 2.667 0.238 -0.18 0.33 -0.53
C -0.451 1.468 0.262 0.44 -0.09 0.23
C -0.432 0.050 0.475 3.12 -0.72 -2.95
O 0.785 -0.556 0.894 1.16 -0.39 1.61
C 0.536 -1.040 -0.346 -2.21 1.12 0.60
O -0.046 -2.304 -0.463 0.52 0.16 0.03
H -0.487 3.717 0.045 0.06 -0.19 0.21
H -1.202 -0.313 1.050 -2.07 -1.10 0.66
H 1.368 -0.809 -1.025 -0.84 0.12 -0.32
H 0.372 -2.881 -1.131 0.00 0.75 0.44
```
Forces are in eV/Å.

Summary:
Energy relative to the best compared isomer or geometry (same formula, charge and spin): 81.5 kcal/mol
2S+1: 1
SMILES: C#C[C@@H]1O[C@H]1O

***

# 8
Computed, not measured: a cluster of 2 separate species, C8H10N2O2 in total at a distorted geometry, with ωB97M-V with the def2-TZVPD basis set.

Structure (XYZ):
```
22
Properties=species:S:1:pos:R:3:forces:R:3
C -0.920 3.360 0.992 -1.54 1.02 -1.12
C -0.408 2.406 0.036 0.70 -2.87 0.51
C -0.003 1.248 -0.114 -0.07 2.50 -1.04
N 0.774 0.310 -0.705 -0.19 -0.21 -0.30
C 0.357 -0.782 -1.462 0.11 0.70 0.02
C 1.403 -1.173 -2.207 1.21 -0.11 0.29
N 2.471 -0.369 -1.886 1.45 0.55 -0.55
C 2.087 0.531 -1.042 -1.63 -2.61 -1.07
H -0.164 4.042 1.256 1.25 0.65 0.68
H -1.249 2.780 1.844 -0.45 0.44 0.31
H -1.675 4.062 0.539 0.17 -1.05 0.62
H -0.610 -1.127 -1.307 -0.91 -0.34 -0.86
H 1.621 -1.990 -2.894 -0.72 0.20 0.30
H 2.596 1.312 -0.634 1.50 1.92 0.94
C -0.109 -2.133 1.536 2.91 1.11 1.37
C -1.025 -1.956 0.446 -2.25 0.71 0.62
O -1.467 -2.814 -0.245 -0.17 -1.01 -1.41
O -1.629 -0.748 0.556 1.07 0.48 1.23
H 1.056 -1.911 1.297 -2.82 -1.19 0.40
H -0.467 -3.120 1.844 1.35 -0.07 0.61
H -0.391 -1.347 2.273 0.38 -0.81 -0.19
H -2.248 -0.583 -0.123 -1.35 -0.02 -1.37
```
Forces are in eV/Å.

Summary:
Energy relative to the best compared isomer or geometry (same formula, charge and spin): 101.6 kcal/mol
2S+1: 1
SMILES: CC#Cn1ccnc1.CC(=O)O

***

# 9
Computed, not measured: the molecule C5H6N2 at a distorted geometry, with ωB97M-V with the def2-TZVPD basis set.

Structure (XYZ):
```
13
Properties=species:S:1:pos:R:3:forces:R:3
N 2.377 1.277 1.470 -0.44 -0.88 -0.62
C 1.833 0.686 0.636 0.53 0.35 0.79
C 1.127 0.280 -0.560 0.08 0.27 -0.08
C 0.003 -0.632 -0.910 0.02 -0.31 -0.24
C -1.018 -1.034 0.126 0.01 -0.09 0.07
C -0.924 0.420 0.609 -0.14 0.14 0.18
N -0.232 0.826 -0.686 -0.14 0.21 -0.12
H 1.757 0.461 -1.429 -0.19 0.18 0.04
H 0.030 -1.015 -1.929 0.03 -0.06 0.17
H -1.969 -1.185 -0.395 0.16 -0.08 0.13
H -0.829 -1.875 0.795 0.08 0.18 0.01
H -1.855 0.966 0.759 0.09 -0.10 -0.14
H -0.297 0.535 1.500 -0.09 0.19 -0.19
```
Forces are in eV/Å.

Summary:
Energy relative to the best compared isomer or geometry (same formula, charge and spin): 64.9 kcal/mol
2S+1: 1
SMILES: N#C[C@H]1[C@H]2CCN21

***

# 10
Computed, not measured: a structure of composition CH3EuFO at a distorted geometry, with ωB97M-V with the def2-TZVPD basis set.

Structure (XYZ):
```
7
Properties=species:S:1:pos:R:3:forces:R:3
F 0.341 -1.139 -0.273 2.41 2.77 0.45
O -2.040 0.182 0.237 -0.26 -3.07 -0.94
Eu -1.887 -1.843 -0.368 -0.52 3.37 1.06
C 0.681 0.486 0.101 1.64 -1.56 -1.09
H 1.695 0.880 -0.053 1.59 -1.80 -0.73
H 0.363 0.972 -0.832 -2.29 0.00 1.52
H 0.846 0.461 1.188 -2.58 0.28 -0.28
```
Forces are in eV/Å.

Summary:
Energy: -925.11343 Ha
2S+1: 8

***

# 11
Computed, not measured: the molecule C5H7NO at a distorted geometry, with ωB97M-V with the def2-TZVPD basis set.

Structure (XYZ):
```
14
Properties=species:S:1:pos:R:3:forces:R:3
C 1.161 0.337 -1.718 0.59 0.82 0.79
O 0.965 1.006 -0.309 -0.37 -0.68 -1.46
C 0.052 0.351 0.417 -0.58 -0.54 -0.30
C -0.054 0.449 1.920 0.25 -0.02 -0.18
C -0.849 -0.327 -0.332 -0.87 0.17 0.59
C -1.515 -1.489 0.076 -0.96 -0.84 0.71
N -2.005 -2.494 0.383 0.28 0.63 -0.20
H 1.856 -0.475 -1.507 0.19 0.29 -0.08
H 0.378 -0.100 -2.386 0.10 0.83 1.36
H 1.573 1.190 -2.225 0.64 0.02 -0.33
H 0.832 0.812 2.443 0.05 -0.09 -0.25
H -0.333 -0.539 2.307 0.14 0.17 -0.13
H -0.900 1.108 2.170 0.31 -0.10 -0.18
H -1.161 0.170 -1.239 0.23 -0.66 -0.33
```
Forces are in eV/Å.

Summary:
Energy relative to the best compared isomer or geometry (same formula, charge and spin): 63.3 kcal/mol
2S+1: 1
SMILES: CO/C(C)=C/C#N

***

# 12
Computed, not measured: the molecule C19H23N5O3, with ωB97M-V with the def2-TZVPD basis set.

Structure (XYZ):
```
50
Properties=species:S:1:pos:R:3:forces:R:3
C 3.501 -5.335 1.360 -0.03 -0.03 -0.04
C 2.050 -4.986 1.498 0.04 0.08 0.08
C 1.625 -3.979 2.349 0.07 -0.16 -0.13
C 0.282 -3.657 2.477 -0.39 0.07 0.06
C -0.664 -4.356 1.743 0.23 -0.14 -0.02
O -2.020 -4.125 1.782 0.06 -0.08 -0.22
C -2.507 -3.187 2.706 -0.11 0.09 0.31
C -2.146 -1.742 2.371 0.03 -0.14 -0.38
O -2.121 -0.843 3.190 -0.01 0.16 0.26
N -1.893 -1.539 1.067 0.16 0.05 -0.76
N -1.523 -0.279 0.607 -0.31 -0.18 0.90
C -1.043 -0.125 -0.649 -0.17 0.32 0.26
O -0.986 -1.061 -1.420 0.06 -0.29 -0.19
C -0.588 1.290 -0.958 0.19 -0.27 -0.18
C 0.892 1.426 -0.573 -0.10 0.16 -0.02
C 1.323 2.889 -0.725 0.22 -0.06 0.31
N 0.649 3.497 -1.850 0.06 -0.23 0.03
C 0.171 4.751 -1.781 -0.10 0.62 0.00
N 0.454 5.461 -0.676 0.17 -0.22 0.12
C 0.006 6.699 -0.634 -0.19 0.18 -0.20
C -0.722 7.273 -1.667 0.01 -0.02 0.01
C -0.963 6.451 -2.760 0.01 0.22 0.23
N -0.534 5.208 -2.828 -0.03 -0.28 -0.16
C 0.298 2.604 -2.926 -0.22 -0.16 -0.26
C -0.761 1.596 -2.452 0.08 0.06 0.00
C -0.249 -5.369 0.880 -0.19 0.12 0.07
C 1.089 -5.675 0.763 -0.06 0.11 0.09
H 3.666 -6.381 1.611 0.10 -0.05 0.02
H 3.831 -5.184 0.333 0.10 0.00 -0.04
H 4.113 -4.720 2.015 0.09 0.01 0.02
H 2.350 -3.427 2.929 0.08 0.04 0.05
H -0.003 -2.860 3.147 -0.04 0.07 0.08
H -2.176 -3.404 3.729 0.01 0.11 -0.15
H -3.598 -3.282 2.672 0.16 0.06 0.05
H -1.846 -2.265 0.361 0.01 0.09 0.17
H -1.540 0.425 1.334 0.02 -0.06 -0.19
H -1.167 1.996 -0.356 -0.01 -0.03 0.02
H 1.482 0.775 -1.220 0.01 -0.08 0.01
H 1.055 1.107 0.458 0.08 -0.02 -0.02
H 1.066 3.469 0.164 0.11 -0.18 -0.09
H 2.410 2.947 -0.866 -0.04 0.02 0.11
H 0.244 7.248 0.269 -0.03 0.12 0.02
H -1.078 8.287 -1.622 -0.03 0.10 0.00
H -1.527 6.796 -3.618 -0.04 0.11 -0.01
H -0.081 3.202 -3.753 0.15 -0.18 0.03
H 1.205 2.084 -3.246 -0.04 0.02 -0.04
H -0.665 0.666 -3.015 -0.05 0.03 0.01
H -1.760 1.997 -2.624 -0.03 0.00 -0.05
H -0.997 -5.901 0.313 -0.09 -0.07 -0.08
H 1.397 -6.463 0.091 0.02 -0.10 -0.08
```
Forces are in eV/Å.

Summary:
Energy relative to the best compared isomer or geometry (same formula, charge and spin): 35.6 kcal/mol
2S+1: 1
SMILES: Cc1ccc(OCC(=O)NNC(=O)C2CCN(c3ncccn3)CC2)cc1